w.
{
  "formula": "C33H45N2O2P2Ti",
  "method": "ωB97M-V with the def2-TZVPD basis set",
  "charge": 2,
  "spin_multiplicity": 2,
  "gap_ev": [7.44, 7.18],
  "molar_mass_g_mol": 611.55,
  "e_lumo_ha": [-0.2183, -0.2280],
  "elements": ["Ti", "C", "P", "C", "C", "C", "C", "C", "C", "C", "P", "C", "C", "H", "H", "H", "H", "H", "H", "H", "H", "H", "H", "H", "H", "H", "H", "H", "H", "N", "C", "C", "C", "N", "H", "H", "H", "H", "C", "C", "O", "C", "C", "C", "C", "C", "C", "H", "H", "H", "H", "H", "H", "H", "H", "C", "C", "C", "C", "C", "C", "C", "C", "C", "C", "C", "C", "O", "H", "H", "H", "H", "H", "H", "H", "H", "H", "H", "H", "H", "H", "H", "H", "H", "H"],
  "xyz": [[-0.462, 0.274, -0.392], [3.403, 0.290, -0.750], [1.843, 0.274, -1.683], [2.034, -1.144, -2.806], [1.915, 1.751, -2.742], [2.821, 1.815, -3.798], [2.888, 2.941, -4.602], [2.051, 4.018, -4.352], [1.155, 3.973, -3.295], [1.076, 2.846, -2.480], [-0.050, 2.783, -1.052], [-1.305, 4.063, -1.351], [0.908, 3.478, 0.333], [4.239, 0.360, -1.447], [3.498, -0.626, -0.166], [3.436, 1.141, -0.072], [2.992, -1.119, -3.325], [1.233, -1.144, -3.545], [1.980, -2.066, -2.227], [3.481, 0.982, -4.005], [3.590, 2.976, -5.423], [2.098, 4.899, -4.978], [0.517, 4.827, -3.115], [-1.840, 3.874, -2.282], [-0.849, 5.051, -1.397], [-2.012, 4.062, -0.520], [1.283, 4.472, 0.088], [1.748, 2.825, 0.572], [0.265, 3.534, 1.213], [-3.004, -0.964, -1.750], [-4.265, -0.759, -2.141], [-4.520, 0.592, -2.016], [-3.330, 1.133, -1.543], [-2.399, 0.186, -1.379], [-2.489, -1.829, -1.717], [-4.886, -1.573, -2.476], [-5.437, 1.107, -2.239], [-3.107, 2.156, -1.297], [-0.177, -3.017, 1.332], [-0.415, -2.899, -0.138], [-0.540, -1.763, -0.646], [-0.526, -4.078, -0.988], [-0.635, -3.929, -2.378], [-0.756, -5.039, -3.188], [-0.769, -6.310, -2.619], [-0.654, -6.471, -1.245], [-0.529, -5.361, -0.430], [-0.063, -2.033, 1.780], [0.708, -3.623, 1.529], [-1.024, -3.526, 1.799], [-0.595, -2.940, -2.818], [-0.833, -4.926, -4.260], [-0.863, -7.181, -3.255], [-0.660, -7.462, -0.812], [-0.443, -5.496, 0.640], [-2.705, 2.264, 1.865], [-2.727, 1.011, 2.743], [-3.267, -0.226, 2.019], [-1.397, 0.745, 3.422], [-1.334, 0.766, 4.810], [-0.144, 0.539, 5.485], [1.012, 0.289, 4.770], [1.006, 0.257, 3.379], [2.291, 0.000, 2.621], [3.288, 1.142, 2.833], [2.920, -1.340, 3.008], [-0.208, 0.488, 2.730], [-0.218, 0.461, 1.349], [-3.700, 2.465, 1.465], [-2.014, 2.164, 1.023], [-2.391, 3.132, 2.446], [-3.432, 1.222, 3.550], [-2.567, -0.610, 1.273], [-4.207, 0.001, 1.512], [-3.453, -1.031, 2.731], [-2.238, 0.969, 5.370], [-0.121, 0.564, 6.566], [1.940, 0.118, 5.300], [2.040, -0.042, 1.559], [3.568, 1.217, 3.885], [2.866, 2.105, 2.542], [4.204, 0.973, 2.264], [3.239, -1.339, 4.050], [3.805, -1.539, 2.401], [2.219, -2.166, 2.881]],
  "lowdin_spin": [0.9430, -0.0013, 0.0035, 0.0014, 0.0006, -0.0002, -0.0002, -0.0001, -0.0005, -0.0005, 0.0100, 0.0039, 0.0005, -0.0004, 0.0000, 0.0000, 0.0000, 0.0000, 0.0000, 0.0000, 0.0000, 0.0000, 0.0000, 0.0000, 0.0002, 0.0000, -0.0002, 0.0003, 0.0001, 0.0026, 0.0000, 0.0005, 0.0039, 0.0079, 0.0001, 0.0001, 0.0000, 0.0009, 0.0019, 0.0188, 0.0071, 0.0004, 0.0050, -0.0005, 0.0067, -0.0006, 0.0052, 0.0002, 0.0006, 0.0007, 0.0003, -0.0001, 0.0003, -0.0002, 0.0003, 0.0044, 0.0001, 0.0007, -0.0024, 0.0003, -0.0027, 0.0003, -0.0028, 0.0001, -0.0001, -0.0001, -0.0017, -0.0230, 0.0000, 0.0035, 0.0002, 0.0001, 0.0005, 0.0000, 0.0000, 0.0000, -0.0001, 0.0000, 0.0004, 0.0000, 0.0000, 0.0000, 0.0000, 0.0000, 0.0000]
}

---

x.
{
  "formula": "C33H45N2O2P2Ti",
  "method": "ωB97M-V with the def2-TZVPD basis set",
  "charge": 2,
  "spin_multiplicity": 2,
  "gap_ev": [7.17, 7.24],
  "molar_mass_g_mol": 611.55,
  "e_lumo_ha": [-0.2381, -0.2358],
  "elements": ["Ti", "C", "P", "C", "C", "C", "C", "C", "C", "C", "P", "C", "C", "H", "H", "H", "H", "H", "H", "H", "H", "H", "H", "H", "H", "H", "H", "H", "H", "N", "C", "C", "C", "N", "H", "H", "H", "H", "C", "C", "O", "C", "C", "C", "C", "C", "C", "H", "H", "H", "H", "H", "H", "H", "H", "C", "C", "C", "C", "C", "C", "C", "C", "C", "C", "C", "C", "O", "H", "H", "H", "H", "H", "H", "H", "H", "H", "H", "H", "H", "H", "H", "H", "H", "H"],
  "xyz": [[-0.283, -0.088, -0.378], [3.773, -0.280, 0.405], [2.292, 0.604, -0.171], [2.849, 1.378, -1.729], [2.142, 1.938, 1.087], [2.949, 3.072, 1.080], [2.835, 4.033, 2.076], [1.922, 3.858, 3.106], [1.123, 2.721, 3.139], [1.220, 1.756, 2.138], [0.163, 0.259, 2.113], [-1.005, 0.435, 3.485], [1.232, -1.091, 2.708], [4.611, 0.417, 0.362], [3.992, -1.141, -0.226], [3.644, -0.616, 1.431], [3.174, 2.407, -1.586], [2.061, 1.365, -2.478], [3.688, 0.804, -2.121], [3.680, 3.220, 0.293], [3.466, 4.912, 2.053], [1.840, 4.599, 3.891], [0.428, 2.593, 3.961], [-1.619, 1.330, 3.389], [-0.476, 0.461, 4.438], [-1.665, -0.433, 3.481], [2.000, -0.696, 3.373], [1.689, -1.637, 1.887], [0.614, -1.790, 3.269], [-2.949, -1.399, -1.251], [-4.177, -1.279, -1.758], [-4.426, 0.068, -1.927], [-3.263, 0.690, -1.482], [-2.355, -0.202, -1.061], [-2.457, -2.245, -0.995], [-4.775, -2.154, -1.964], [-5.318, 0.525, -2.319], [-3.036, 1.743, -1.468], [-1.757, 3.069, 0.775], [-0.773, 2.972, -0.336], [-0.417, 1.832, -0.713], [-0.228, 4.153, -0.979], [0.455, 4.033, -2.195], [0.977, 5.160, -2.798], [0.828, 6.398, -2.176], [0.150, 6.528, -0.969], [-0.391, 5.404, -0.373], [-2.145, 2.089, 1.032], [-2.578, 3.734, 0.504], [-1.263, 3.507, 1.648], [0.538, 3.068, -2.674], [1.490, 5.084, -3.747], [1.241, 7.282, -2.649], [0.039, 7.499, -0.506], [-0.916, 5.502, 0.568], [0.098, -1.520, -3.173], [0.800, -2.809, -2.782], [2.245, -2.565, -2.348], [0.068, -3.675, -1.773], [-0.088, -5.026, -2.058], [-0.729, -5.879, -1.170], [-1.220, -5.380, 0.021], [-1.073, -4.034, 0.369], [-1.628, -3.547, 1.696], [-3.158, -3.654, 1.767], [-1.008, -4.329, 2.860], [-0.423, -3.226, -0.550], [-0.268, -1.853, -0.258], [0.555, -1.077, -4.060], [0.174, -0.737, -2.410], [-0.965, -1.655, -3.375], [0.824, -3.394, -3.704], [2.270, -2.052, -1.383], [2.785, -1.959, -3.080], [2.785, -3.505, -2.225], [0.291, -5.410, -2.999], [-0.841, -6.928, -1.409], [-1.727, -6.046, 0.708], [-1.360, -2.495, 1.803], [-3.463, -4.679, 1.989], [-3.647, -3.373, 0.833], [-3.556, -3.017, 2.560], [-1.240, -5.392, 2.779], [-1.412, -3.987, 3.817], [0.078, -4.247, 2.892]],
  "lowdin_spin": [0.9412, -0.0022, 0.0046, 0.0031, 0.0022, 0.0003, -0.0003, 0.0001, -0.0004, 0.0007, 0.0173, 0.0059, 0.0011, -0.0005, -0.0001, 0.0000, 0.0001, 0.0004, 0.0002, 0.0000, 0.0000, 0.0000, 0.0000, 0.0000, 0.0003, 0.0000, -0.0002, 0.0001, 0.0002, 0.0014, 0.0113, 0.0032, 0.0096, 0.0046, 0.0001, 0.0006, 0.0000, 0.0003, 0.0022, 0.0008, 0.0009, -0.0002, 0.0000, 0.0000, 0.0000, 0.0000, 0.0000, 0.0021, 0.0001, 0.0000, 0.0000, 0.0000, 0.0000, 0.0000, 0.0000, 0.0068, 0.0001, 0.0008, -0.0019, 0.0002, -0.0021, 0.0003, -0.0019, 0.0004, -0.0001, 0.0000, -0.0011, -0.0201, 0.0000, 0.0051, 0.0005, 0.0001, 0.0007, 0.0000, 0.0001, 0.0000, -0.0001, 0.0000, 0.0008, 0.0000, 0.0000, 0.0000, 0.0000, 0.0000, 0.0000]
}

---

Quick one: most stable of them? w

---

w.
{
  "formula": "C7H16Si",
  "method": "ωB97M-V with the def2-TZVPD basis set",
  "gap_ev": 9.57,
  "molar_mass_g_mol": 128.29,
  "e_lumo_ha": 0.0308,
  "elements": ["C", "C", "C", "C", "C", "C", "C", "Si", "H", "H", "H", "H", "H", "H", "H", "H", "H", "H", "H", "H", "H", "H", "H", "H"],
  "xyz": [[-0.921, -2.418, -0.465], [-1.309, -1.061, -0.860], [-0.839, 0.152, -0.549], [-1.484, 1.409, -0.941], [0.546, 0.404, 0.343], [0.708, 1.964, 0.570], [0.358, -0.291, 1.743], [2.093, -0.206, -0.498], [-1.020, -3.161, -1.244], [-0.004, -2.579, 0.045], [-1.567, -2.671, 0.261], [-2.154, -0.909, -1.526], [-1.665, 1.889, 0.035], [-0.806, 2.013, -1.540], [-2.422, 1.327, -1.412], [1.576, 2.057, 1.118], [-0.103, 2.092, 1.237], [0.796, 2.376, -0.390], [1.210, -0.252, 2.418], [-0.608, 0.174, 2.312], [0.118, -1.337, 1.700], [2.421, -1.639, -0.560], [3.345, 0.614, 0.162], [1.731, 0.053, -1.959]],
  "nbo_charge": [-0.6494, -0.2110, 0.0523, -0.6441, -0.4845, -0.6162, -0.6158, 0.8892, 0.2199, 0.2144, 0.2188, 0.1961, 0.2133, 0.2118, 0.2175, 0.2085, 0.2153, 0.2149, 0.2107, 0.1966, 0.2116, -0.1624, -0.1491, -0.1585]
}

---

x.
{
  "formula": "C7H16Si",
  "method": "ωB97M-V with the def2-TZVPD basis set",
  "gap_ev": [7.84, 7.63],
  "molar_mass_g_mol": 128.29,
  "e_lumo_ha": [-0.0141, -0.0123],
  "elements": ["C", "C", "C", "C", "C", "C", "C", "Si", "H", "H", "H", "H", "H", "H", "H", "H", "H", "H", "H", "H", "H", "H", "H", "H"],
  "xyz": [[-1.242, -1.721, -2.071], [-0.311, -0.846, -2.360], [-1.157, -3.172, -2.500], [-0.172, -0.413, 1.423], [1.938, 1.076, 1.215], [-0.206, 1.895, 2.162], [0.400, 1.034, 1.067], [-0.208, 1.676, -0.630], [-2.079, -1.546, -1.329], [0.503, -1.080, -2.890], [-1.908, -3.778, -2.204], [-0.107, -3.491, -2.100], [-1.093, -3.217, -3.523], [0.299, -0.609, 2.334], [-1.182, -0.378, 1.668], [-0.091, -1.144, 0.560], [2.366, 0.207, 0.583], [2.378, 0.685, 2.159], [2.412, 2.102, 0.917], [0.120, 2.955, 2.017], [-1.259, 1.807, 2.212], [0.133, 1.314, 3.074], [-1.470, 2.267, -0.308], [0.767, 2.636, -1.170]],
  "nbo_charge": [-0.2901, -0.2741, -0.6354, -0.6120, -0.6374, -0.6177, -0.4699, 1.0299, 0.1975, 0.1406, 0.2101, 0.2067, 0.2121, 0.2015, 0.2015, 0.2326, 0.2183, 0.2178, 0.2194, 0.2110, 0.2078, 0.2098, -0.1966, -0.1832]
}

---

Quick one: most stable of them? w

---

w.
{
  "formula": "C2H4ClNOS",
  "method": "ωB97M-V with the def2-TZVPD basis set",
  "gap_ev": 10.53,
  "molar_mass_g_mol": 125.58,
  "e_lumo_ha": 0.0202,
  "elements": ["O", "C", "C", "Cl", "N", "S", "H", "H", "H", "H"],
  "xyz": [[0.444, 1.940, -0.436], [0.057, 0.855, -0.087], [1.111, -0.015, 0.642], [1.849, -1.275, -0.390], [-1.205, 0.393, -0.199], [-1.840, -1.144, -0.044], [1.909, 0.671, 1.091], [0.658, -0.579, 1.477], [-1.694, 0.948, -0.993], [-1.289, -1.794, -1.060]],
  "nbo_charge": [-0.5616, 0.6552, -0.4827, -0.0455, -0.7823, 0.2252, 0.2501, 0.2281, 0.4147, 0.0987]
}

---

x.
{
  "formula": "C2H4ClNOS",
  "method": "ωB97M-V with the def2-TZVPD basis set",
  "gap_ev": 8.38,
  "molar_mass_g_mol": 125.58,
  "e_lumo_ha": -0.0083,
  "elements": ["C", "C", "H", "H", "H", "H", "N", "O", "S", "Cl"],
  "xyz": [[0.781, -0.146, -0.101], [-0.316, -0.865, 0.654], [-1.436, 0.599, -0.615], [1.187, 1.665, -1.109], [-0.721, -0.217, 1.568], [0.238, -1.730, 1.065], [0.479, 1.104, -0.367], [-0.776, 1.583, -0.123], [2.284, -0.849, -0.402], [-1.720, -1.145, -0.569]],
  "nbo_charge": [0.0462, -0.4196, 0.4253, 0.4121, 0.2659, 0.2736, -0.2620, -0.5602, -0.1948, 0.0134]
}

---

Quick one: most stable of them? w